{
  "formula": "C40H111N10O11Ti",
  "method": "ωB97M-V with the def2-TZVPD basis set",
  "multiplicity": 4,
  "homo_ev": [-4.26, -8.74],
  "mol_weight_g_mol": 956.3,
  "symbols": ["Ti", "O", "H", "C", "C", "C", "O", "C", "N", "H", "H", "H", "H", "H", "H", "H", "H", "H", "H", "H", "C", "C", "C", "O", "C", "N", "H", "H", "H", "H", "H", "H", "H", "H", "H", "H", "H", "C", "C", "C", "O", "C", "N", "H", "H", "H", "H", "H", "H", "H", "H", "H", "H", "H", "C", "C", "C", "O", "C", "N", "H", "H", "H", "H", "H", "H", "H", "H", "H", "H", "H", "C", "C", "C", "O", "C", "N", "H", "H", "H", "H", "H", "H", "H", "H", "H", "H", "H", "C", "C", "C", "O", "C", "N", "H", "H", "H", "H", "H", "H", "H", "H", "H", "H", "H", "C", "C", "C", "O", "C", "N", "H", "H", "H", "H", "H", "H", "H", "H", "H", "H", "H", "C", "C", "C", "O", "C", "N", "H", "H", "H", "H", "H", "H", "H", "H", "H", "H", "H", "C", "C", "C", "O", "C", "N", "H", "H", "H", "H", "H", "H", "H", "H", "H", "H", "H", "C", "C", "C", "O", "C", "N", "H", "H", "H", "H", "H", "H", "H", "H", "H", "H", "H"],
  "positions_angstrom": [[-1.493, -2.136, 0.166], [-0.168, -0.333, 0.142], [0.408, 0.412, -0.118], [-2.581, -6.281, -0.283], [-2.563, -4.771, -0.002], [-3.919, -4.156, 0.301], [-3.858, -2.797, 0.436], [-5.069, -2.116, 0.154], [-1.458, -4.559, 0.988], [-3.248, -6.401, -1.136], [-2.940, -6.960, 0.491], [-1.600, -6.647, -0.587], [-2.128, -4.223, -0.838], [-4.272, -4.554, 1.253], [-4.656, -4.465, -0.440], [-5.001, -1.028, 0.168], [-5.905, -2.429, 0.780], [-5.381, -2.478, -0.826], [-1.490, -5.155, 1.803], [-0.699, -5.087, 0.582], [4.905, 8.201, 0.794], [3.970, 7.003, 1.009], [4.732, 5.669, 1.086], [3.771, 4.590, 1.236], [3.121, 4.278, 0.060], [3.314, 7.309, 2.252], [5.701, 8.140, 1.536], [4.453, 9.173, 0.989], [5.348, 8.192, -0.202], [3.327, 7.137, 0.138], [5.378, 5.721, 1.962], [5.354, 5.640, 0.192], [2.731, 5.071, -0.577], [2.348, 3.547, 0.298], [3.791, 3.761, -0.627], [2.344, 7.576, 2.167], [3.122, 6.430, 2.711], [4.736, -0.878, 1.625], [3.555, -0.113, 1.064], [3.674, 0.437, -0.397], [4.984, 0.861, -0.746], [5.287, 0.873, -2.131], [2.486, -1.036, 1.124], [5.491, -0.156, 1.935], [5.266, -1.656, 1.076], [4.451, -1.369, 2.556], [3.248, 0.582, 1.846], [3.000, 1.246, -0.677], [3.345, -0.416, -0.991], [4.553, 1.537, -2.588], [5.346, -0.169, -2.446], [6.229, 1.385, -2.324], [1.666, -0.729, 0.620], [2.174, -1.208, 2.069], [-3.027, 0.537, -1.913], [-2.148, 1.794, -2.470], [-3.092, 3.008, -2.552], [-4.212, 2.995, -3.521], [-4.987, 4.179, -3.612], [-1.002, 2.095, -1.509], [-3.544, 1.066, -1.112], [-2.341, -0.175, -1.454], [-3.633, 0.046, -2.674], [-1.729, 1.725, -3.474], [-2.492, 3.882, -2.808], [-3.475, 3.286, -1.570], [-5.913, 3.944, -4.138], [-4.478, 4.865, -4.290], [-5.351, 4.570, -2.662], [-1.402, 2.278, -0.600], [-0.524, 1.212, -1.398], [3.987, -4.412, -0.728], [2.484, -4.498, -0.938], [1.999, -5.811, -1.540], [2.614, -5.988, -2.886], [2.555, -7.384, -3.286], [1.879, -4.092, 0.314], [4.361, -4.369, -1.751], [4.331, -5.326, -0.244], [4.366, -3.534, -0.206], [2.402, -3.812, -1.782], [0.910, -5.770, -1.499], [2.114, -6.679, -0.891], [3.040, -8.064, -2.585], [2.992, -7.557, -4.269], [1.497, -7.641, -3.330], [2.445, -3.285, 0.535], [2.080, -4.778, 1.027], [0.226, 2.252, 3.274], [-1.049, 2.684, 2.660], [-0.872, 3.573, 1.381], [-2.186, 4.119, 1.101], [-2.213, 5.185, 0.139], [-1.586, 1.423, 2.226], [0.836, 3.142, 3.431], [0.790, 1.508, 2.710], [0.167, 1.811, 4.269], [-1.633, 3.082, 3.489], [-0.393, 2.976, 0.605], [-0.238, 4.431, 1.606], [-3.213, 5.523, -0.134], [-1.843, 4.718, -0.774], [-1.642, 6.111, 0.214], [-2.559, 1.571, 2.000], [-1.047, 1.196, 1.403], [-7.310, 0.563, 5.266], [-6.570, -0.716, 5.936], [-5.173, -0.890, 5.349], [-5.171, -1.229, 3.957], [-3.905, -1.137, 3.250], [-6.502, -0.355, 7.405], [-6.709, 1.472, 5.241], [-8.244, 0.903, 5.713], [-7.606, 0.250, 4.265], [-7.149, -1.597, 5.659], [-4.691, -1.613, 6.008], [-4.647, 0.055, 5.487], [-3.269, -0.413, 3.759], [-4.180, -1.012, 2.203], [-3.480, -2.084, 3.583], [-7.475, -0.512, 7.625], [-6.001, -1.140, 7.797], [0.678, -3.261, 3.561], [0.044, -2.047, 3.961], [1.024, -1.133, 4.598], [1.766, -1.825, 5.696], [2.874, -1.080, 6.195], [-0.670, -1.393, 2.848], [1.303, -3.333, 2.671], [-0.184, -3.915, 3.426], [1.333, -3.677, 4.326], [-0.768, -2.201, 4.672], [0.408, -0.415, 5.140], [1.686, -0.587, 3.927], [3.457, -1.657, 6.913], [2.565, -0.103, 6.567], [3.619, -0.985, 5.405], [-0.153, -1.272, 1.989], [-0.961, -0.446, 3.042], [1.345, -1.746, -3.650], [-0.089, -2.254, -3.265], [-0.356, -3.588, -3.989], [-0.915, -3.370, -5.287], [-1.361, -4.490, -5.893], [-0.047, -2.327, -1.806], [1.688, -0.988, -2.945], [1.330, -1.338, -4.660], [2.114, -2.511, -3.534], [-0.815, -1.498, -3.565], [-1.042, -4.183, -3.386], [0.589, -4.132, -4.003], [-2.197, -5.030, -5.447], [-0.538, -5.078, -6.299], [-1.901, -4.034, -6.723], [0.729, -2.827, -1.394], [0.177, -1.441, -1.375], [0.923, 4.912, -5.581], [0.872, 3.977, -4.372], [1.947, 2.893, -4.392], [1.731, 1.886, -5.416], [2.806, 0.871, -5.464], [1.077, 4.816, -3.126], [0.201, 5.727, -5.524], [0.595, 4.231, -6.366], [1.918, 5.306, -5.789], [-0.029, 3.364, -4.351], [2.123, 2.298, -3.495], [2.914, 3.391, -4.456], [2.752, 0.101, -6.233], [2.853, 0.418, -4.474], [3.729, 1.447, -5.407], [1.037, 4.297, -2.260], [0.471, 5.608, -2.969]],
  "forces_ev_per_a": [[0.6, 0.6, 0.3], [0.3, 0.3, -0.3], [-0.5, -0.7, 0.3], [-1.1, 0.4, -1.3], [1.3, -1.4, 0.9], [0.0, -1.9, 1.1], [1.0, 2.2, 0.1], [-0.7, -0.9, -0.8], [-0.3, 0.5, -0.2], [0.0, -0.5, -0.2], [-0.1, 0.4, 0.4], [0.1, 0.2, 0.0], [-0.4, -0.1, -0.8], [-0.2, -0.4, 0.3], [0.1, 0.0, -0.4], [0.6, -0.3, 0.0], [0.2, 0.0, 0.7], [0.0, 0.5, -0.5], [-1.2, 0.3, 0.9], [0.8, 0.8, -0.8], [1.2, -0.4, 0.1], [0.7, 2.0, -0.6], [-1.6, 0.9, -0.2], [1.5, 1.3, 0.7], [-0.1, -1.3, -1.3], [-1.2, -1.1, 1.4], [0.3, 0.0, 0.0], [-0.5, -0.3, -0.2], [0.1, 0.1, -0.1], [-0.5, -1.0, -0.1], [-0.1, -0.4, 0.1], [0.0, -0.7, -0.2], [-0.3, 0.6, 0.6], [-0.3, 0.2, 0.1], [0.4, -0.3, -0.1], [-0.1, 0.8, -0.7], [0.5, -0.5, 0.5], [1.5, 0.9, 0.8], [0.5, 0.2, 0.4], [0.5, -0.4, 0.2], [0.6, -0.1, 1.0], [-0.5, 0.4, 0.9], [-1.7, -2.0, -1.3], [0.3, 0.0, -0.1], [-0.5, 0.2, -0.7], [-0.4, 0.0, 0.1], [0.9, 1.4, -0.4], [-0.5, 0.2, 0.5], [0.2, -0.4, -0.4], [-0.4, -0.5, -0.8], [-0.3, 0.1, -0.7], [0.2, -0.3, 0.5], [-0.5, -0.1, 0.0], [0.1, 0.0, 0.1], [1.9, 1.9, -0.8], [-1.2, -0.6, 0.7], [-0.5, 1.8, -0.5], [1.0, -1.3, 1.1], [0.1, -0.7, -0.6], [-1.4, 0.3, -1.6], [-0.7, -0.6, 0.0], [-0.1, -0.2, -0.1], [-0.2, 0.3, 0.2], [0.1, -0.7, 0.1], [0.4, 0.1, -0.3], [-0.4, -0.4, 0.3], [0.0, -0.5, -0.1], [0.2, 0.7, 0.6], [0.6, 0.3, 0.3], [-0.4, -0.1, 0.0], [0.0, -0.2, 0.0], [0.6, -1.2, -1.4], [1.8, -0.2, -0.2], [0.3, 0.0, -0.4], [-0.7, -0.9, 1.8], [-0.7, 0.8, 0.3], [-1.3, 0.0, -0.8], [0.8, -0.3, 0.1], [0.4, 0.0, 0.1], [-0.5, 0.0, 0.1], [-1.1, 0.7, 0.3], [-0.5, 0.3, -1.1], [1.1, -0.3, 0.0], [0.2, 0.2, 0.3], [0.1, 0.6, 0.1], [-0.1, -0.3, -0.1], [-0.4, 0.7, 0.7], [0.1, -0.3, 0.1], [2.3, 1.1, 0.9], [0.4, -0.7, -0.7], [-0.8, 1.5, 2.5], [0.3, 0.5, -0.1], [0.3, -1.2, -1.7], [-1.6, -0.2, 0.4], [0.6, 0.0, -0.1], [0.0, 0.2, -0.5], [-0.7, 0.0, 0.0], [-0.4, 0.6, -0.6], [-0.2, 0.2, -0.2], [0.4, 0.1, 0.0], [-0.4, -0.5, 0.7], [0.2, 0.3, -0.4], [0.5, -0.2, 1.3], [-0.2, -0.4, -0.5], [-0.4, -0.9, -0.4], [0.3, -1.5, -0.2], [-0.8, 3.4, -1.0], [0.1, 0.6, -0.3], [-1.2, 0.6, 0.7], [-1.1, -1.0, 2.7], [0.0, -1.3, -2.0], [0.5, -0.3, -0.1], [-0.1, -0.6, 0.6], [0.3, 0.3, -0.3], [-0.2, -0.2, 0.4], [0.5, -0.6, -0.3], [0.2, 0.2, 0.0], [0.0, 0.7, -0.8], [0.8, 0.0, 0.3], [0.8, -0.3, -1.3], [-0.2, 0.2, 0.9], [0.1, -0.2, 0.8], [0.3, -3.7, -0.4], [-0.9, 2.6, -0.6], [0.6, 0.8, 3.0], [-0.2, 0.4, -1.1], [0.0, -0.5, -1.0], [-0.1, -0.3, -0.2], [-0.4, 0.8, -0.4], [0.4, -0.8, -0.4], [-0.4, 0.0, 0.4], [0.3, -0.5, 0.4], [0.2, 0.7, -0.1], [0.3, -0.3, -0.1], [-0.7, -0.1, 0.5], [0.1, 0.0, 0.2], [0.0, 0.6, -0.4], [0.8, -0.1, 0.0], [-0.3, 0.3, 0.4], [-0.8, 0.2, -0.4], [2.5, 0.4, -0.1], [-0.4, 0.5, 0.7], [1.3, 1.7, 2.8], [-1.2, -0.1, -2.5], [-1.3, -0.8, 1.0], [-0.3, 0.5, -0.1], [0.3, -0.1, 0.0], [-0.2, -0.4, -0.4], [-0.2, -0.2, 0.1], [-0.4, -0.1, 0.1], [0.2, -0.3, -0.4], [0.5, -0.5, 1.0], [-0.1, -0.6, 0.2], [0.1, -0.5, -0.8], [0.2, -1.0, -0.6], [-0.4, 1.1, -0.3], [-0.5, -1.4, -0.1], [0.2, 0.7, 1.8], [1.4, -1.0, -0.4], [0.4, -0.2, -0.7], [-0.3, 2.2, 2.1], [0.6, -0.9, -0.4], [0.0, 0.0, 0.2], [0.2, 0.4, -0.7], [0.0, -0.1, 0.1], [-0.7, 0.5, 0.0], [-0.9, 0.3, 0.9], [0.4, 0.2, -0.8], [-0.4, 0.7, -0.2], [-0.4, -0.6, 0.1], [0.4, -0.1, -1.0], [-0.1, -0.5, -0.1], [-0.3, -0.1, -0.8]],
  "mulliken_charge": [0.42, 1.30, -0.98, -1.71, 1.02, -1.16, 0.18, -1.06, -0.63, 0.47, 0.33, 0.41, -0.25, 0.38, 0.50, 0.20, 0.31, 0.48, 0.34, -0.04, -1.58, 0.73, -0.69, -0.31, -0.11, -0.74, 0.34, 0.38, 0.37, 0.08, 0.42, 0.34, 0.29, -0.33, 0.21, 0.25, 0.28, -1.97, 0.90, 0.11, -0.62, -0.43, 0.68, 0.47, 0.23, 0.39, 0.04, 0.23, 0.08, 0.00, 0.32, 0.31, -0.55, -0.55, -1.44, 0.26, -1.16, -0.45, -0.78, 0.37, 0.29, 0.26, 0.48, 0.79, 0.47, 0.29, 0.30, 0.29, 0.30, -0.29, -0.05, -1.70, 2.15, -1.19, -0.37, -0.82, -0.12, 0.47, 0.34, 0.27, -1.33, 0.31, 0.70, 0.32, 0.28, 0.32, -0.26, 0.37, -1.08, 0.14, 0.22, -0.42, -0.59, 0.21, 0.54, -0.22, 0.22, 0.59, -0.29, 0.61, 0.29, 0.01, 0.37, 0.31, -0.99, -1.22, 0.29, -0.72, -0.44, 0.22, -0.69, 0.30, 0.37, 0.31, 0.29, 0.22, 0.33, 0.25, -0.35, 0.23, 0.30, 0.27, -1.43, 0.40, -0.30, -0.47, -0.73, 0.59, 0.08, 0.20, 0.55, 0.31, 0.54, 0.00, 0.31, 0.31, 0.20, -0.72, -0.06, -1.15, 0.25, -0.69, -0.40, -0.82, 2.07, 0.01, 0.53, 0.11, 0.42, 0.22, 0.34, 0.30, 0.29, 0.32, -1.04, -0.25, -1.47, 1.45, -0.18, -0.37, -0.52, -0.51, 0.46, 0.35, 0.30, -0.45, -0.32, 0.33, 0.34, -0.02, 0.37, 0.06, 0.25]
}